one | ORCA calculation (ωB97M-V/def2-TZVPD) on a single C4H10N2S molecule.

```
! RIJCOSX wB97M-V def2-TZVPD def2/J DEFGRID3
* xyz 0 1
C 2.35804 -0.34595 -0.78822
C 1.28248 -1.08589 0.03476
C 0.51782 0.16642 0.78963
C -1.42571 1.33806 -0.31367
H 3.34505 -0.38535 -0.20464
H 2.71945 -0.93665 -1.59826
H 1.85377 0.75824 -1.02078
H 1.70207 -1.73397 0.87282
H 0.63720 -1.67928 -0.74500
H -0.21425 -0.58474 1.35282
H 1.09643 0.49183 1.60370
H -1.59367 2.60431 -0.42312
H -3.33317 1.36540 -0.15658
H -3.23544 -0.77398 1.13793
N -0.21226 1.28583 0.14295
N -2.47411 0.57680 -0.49936
S -3.02371 -1.06108 -0.18495
*
```

Values from the calculation:
Structure (SMILES)   CCC/N=C\NS
HOMO level   -8.8 eV
Orbital gap   9.00 eV

Löwdin population analysis, charges in e, atoms 1 to 6: -0.17, -0.25, -0.26, -0.43, 0.08, 0.03



two | ORCA calculation (ωB97M-V/def2-TZVPD) on C4H10N2S as an isolated structure.

```
! RIJCOSX wB97M-V def2-TZVPD def2/J DEFGRID3
* xyz 0 1
C 1.65359 -0.32656 0.55142
C 0.74305 0.90983 0.62972
C 0.08024 -0.44396 0.72082
C -0.76857 -0.84921 -0.51337
H 2.23390 -1.72473 -0.75291
H 3.75372 -0.90677 -0.09148
H 1.85030 -0.64835 1.54086
H 0.58122 1.50332 1.48067
H 1.32441 1.35980 -1.17180
H 0.65363 2.91508 -0.46536
H -0.17433 -0.98421 1.74321
H -0.98092 -1.87552 -0.63944
H -0.44651 -0.49271 -1.53965
H -2.86810 -0.39851 1.16796
N 2.55734 -0.74465 -0.61294
N 0.56932 1.68751 -0.49186
S -2.37899 -0.06800 -0.11688
*
```

Values from the calculation:
HOMO level   -8.4 eV
Orbital gap   8.96 eV

Löwdin population analysis, charges in e, atoms 1 to 6: -0.28, -0.42, -0.31, -0.52, 0.04, 0.20



three | ORCA calculation (ωB97M-V/def2-TZVPD) on C4H10N2S as an isolated structure.

```
! RIJCOSX wB97M-V def2-TZVPD def2/J DEFGRID3
* xyz 0 1
C 0.32432 0.03133 1.17616
C -0.67310 1.16708 0.89005
C -0.50453 -0.69249 0.11619
C 0.24347 -1.06851 -1.32494
H 1.63356 0.54405 -0.13874
H 2.60581 0.22977 1.34352
H 0.28867 -0.46083 2.04209
H -1.00243 1.96985 1.57437
H -0.13768 1.69545 -0.03704
H -2.46450 -0.21079 0.22088
H -0.87894 -1.68610 0.39259
H 1.52220 -1.00878 -0.94711
H -0.00685 -2.05751 -2.01398
H -1.04705 0.96669 -1.56215
N 1.64980 0.07326 0.66501
N -1.55687 0.21185 0.09410
S 0.00412 0.29569 -2.49101
*
```

Values from the calculation:
HOMO level   -8.0 eV
Orbital gap   8.87 eV

Löwdin population analysis, charges in e, atoms 1 to 6: -0.34, -0.09, -0.42, -0.55, -0.03, 0.20



Here are the energies relative to the best structure, in hartree: one 0.0031; two 0.0000; three 0.0096.



one | ORCA calculation (ωB97M-V/def2-TZVPD) on C4H10N2S as an isolated structure.

```
! RIJCOSX wB97M-V def2-TZVPD def2/J DEFGRID3
* xyz 0 1
C -0.11914 1.85147 -0.93773
C -0.57360 0.38706 -1.01842
C -2.10103 0.16050 -1.37111
C -0.56350 -0.60350 1.29468
H -0.65145 2.17261 -1.82101
H 0.91317 2.07002 -0.99193
H -0.64799 2.37071 -0.13194
H 0.15175 -0.03569 -1.87816
H -2.92662 -0.02854 -0.38815
H -2.27248 -0.99276 -2.01066
H -2.49520 1.16467 -2.18837
H 2.08688 0.55853 0.78994
H -1.91991 -0.86883 1.18147
H 1.30735 -0.05138 2.53290
N -0.15861 -0.55382 0.06266
N 0.18325 -0.40722 2.53842
S 1.65160 -0.65033 -0.06914
*
```

Values from the calculation:
HOMO level   -9.0 eV
Orbital gap   9.40 eV

Löwdin population analysis, charges in e, atoms 1 to 6: -0.09, -0.54, -0.12, -0.38, 0.05, 0.05



two | ORCA calculation (ωB97M-V/def2-TZVPD) on a single C4H10N2S molecule.

```
! RIJCOSX wB97M-V def2-TZVPD def2/J DEFGRID3
* xyz 0 1
C 1.18672 -1.25236 -1.17233
C 0.95729 -1.15601 1.28410
C 1.18262 1.99380 -0.04058
C -0.98077 0.90085 0.01275
H 1.86013 -2.08591 -0.91516
H 0.24038 -1.78920 -1.47382
H 1.59605 -0.70331 -2.05646
H 1.89972 -1.72211 1.39916
H 0.76419 -0.50506 2.13925
H 0.24323 -1.98068 1.25399
H 0.58304 2.87144 0.23209
H 1.70274 2.07919 -0.99866
H 1.98410 1.95079 0.73117
H -1.32040 1.94660 0.09286
N 1.02663 -0.43522 0.01818
N 0.35612 0.76385 0.00158
S -2.08172 -0.33000 -0.06540
*
```

Values from the calculation:
Structure (SMILES)   CN(C)N(C)C=S
HOMO level   -8.2 eV
Orbital gap   8.96 eV

Löwdin population analysis, charges in e, atoms 1 to 6: -0.08, -0.09, -0.02, -0.67, 0.08, 0.07



Here are the energies relative to the best structure, in hartree: one 0.1893; two 0.0000.



one | ORCA calculation (ωB97M-V/def2-TZVPD) on C3H8BrN2 as an isolated structure.

```
! RIJCOSX wB97M-V def2-TZVPD def2/J DEFGRID3
* xyz 1 1
C 0.18384 1.44521 0.06087
C -0.98376 -0.50465 0.68208
C 1.39772 0.14260 -0.49502
N -1.05142 0.75678 0.15350
N 0.55166 -1.13506 -0.13467
Br 3.05902 0.02889 0.33542
H 0.55129 1.95576 0.95817
H 0.17332 2.12360 -0.77449
H -0.65389 -0.51828 1.69812
H -1.76994 -1.28796 0.37049
H 1.37496 0.39236 -1.55441
H -1.70412 0.97734 -0.68592
H 0.81438 -1.60360 0.72854
H 0.46359 -1.81910 -0.90272
*
```

Values from the calculation:
HOMO level   -14.0 eV
Orbital gap   10.74 eV

Löwdin population analysis, charges in e, atoms 1 to 6: -0.10, -0.01, -0.65, -0.09, 0.02, 0.80



two | ORCA calculation (ωB97M-V/def2-TZVPD) on an isolated ion of composition C3H8BrN2 and charge +1.

```
! RIJCOSX wB97M-V def2-TZVPD def2/J DEFGRID3
* xyz 1 1
C 0.47426 -1.46511 0.74081
C -0.53302 1.40486 -1.02249
C 0.59604 -0.00411 0.86475
N -0.50727 -1.89573 0.01598
N -0.38452 0.84674 0.35343
Br 2.58618 0.26048 -0.06986
H 1.35578 -1.99046 1.17430
H 0.15527 1.25065 -1.80344
H -1.49462 1.06844 -1.41693
H -0.65846 2.52643 -1.02515
H 0.86713 0.39777 1.80281
H -0.65477 -2.78469 -0.34429
H -1.05972 -1.03874 -0.28423
H -0.74228 1.42346 1.01429
*
```

Values from the calculation:
Structure (SMILES)   CN[C@H](Br)C=[NH2+]
HOMO level   -14.2 eV
Orbital gap   8.35 eV

Löwdin population analysis, charges in e, atoms 1 to 6: -0.08, -0.07, -0.50, 0.26, -0.08, 0.58



Here are the energies relative to the best structure, in hartree: one 0.0103; two 0.0000.



one | ORCA calculation (ωB97M-V/def2-TZVPD) on a 2-piece molecular cluster, C7H7N5 overall.

```
! RIJCOSX wB97M-V def2-TZVPD def2/J DEFGRID3
* xyz 0 1
C 1.57644 2.15117 -0.91515
C 1.02733 0.94103 -0.84757
C -0.21328 0.63553 -1.52124
C -1.25867 0.37278 -2.08635
C 1.64244 -0.13346 -0.09731
C 2.14668 -1.03372 0.52619
C -0.86215 -0.64471 1.25150
H 1.09912 2.94853 -1.49020
H 2.51665 2.36914 -0.39973
H -2.12052 0.15384 -2.56870
H 2.58834 -1.81787 1.07527
H -0.42941 0.00004 3.14619
H 0.82873 -0.93713 2.38163
H -1.68850 -1.53605 -1.50556
N -0.08179 -0.51743 2.35295
N -2.10080 -0.09675 1.15866
N -2.54676 -0.42197 -0.01947
N -1.60747 -1.12375 -0.59556
N -0.51637 -1.30924 0.15445
*
```

Values from the calculation:
Structure (SMILES)   C#CC(=C)C#C.Nc1nn[nH]n1
HOMO level   -8.5 eV
Orbital gap   8.86 eV

Löwdin population analysis, charges in e, atoms 1 to 6: 0.09, -0.33, -0.07, 0.10, -0.12, 0.10



two | ORCA calculation (ωB97M-V/def2-TZVPD) on a single C7H7N5 molecule.

```
! RIJCOSX wB97M-V def2-TZVPD def2/J DEFGRID3
* xyz 0 1
C -2.27879 0.35019 0.36926
C -0.00600 -0.40576 -0.06503
C 0.83354 -1.21158 0.70917
C 2.24543 -1.14732 0.64542
C 2.84780 -0.16215 -0.16638
C 1.99435 0.73758 -0.95316
C 0.56170 0.63020 -0.94742
H -0.93904 1.80808 0.80388
H -2.77387 2.15507 0.86442
H 0.50582 -1.91177 1.53870
H 2.89732 -1.85734 1.19248
H 3.91694 0.07738 -0.33451
H 2.52473 1.57546 -1.43109
H -0.10051 1.23801 -1.60350
N -1.92978 1.53206 0.87937
N -3.47775 -0.01127 -0.04460
N -3.29288 -1.21859 -0.73209
N -2.10388 -1.53882 -0.74243
N -1.42512 -0.63941 0.01753
*
```

Values from the calculation:
Structure (SMILES)   Nc1nnnn1-c1ccccc1
HOMO level   -9.4 eV
Orbital gap   9.77 eV

Löwdin population analysis, charges in e, atoms 1 to 6: -0.49, -0.20, -0.03, -0.09, -0.07, -0.07



Here are the energies relative to the best structure, in hartree: one 0.1990; two 0.0000.



one | ORCA calculation (ωB97M-V/def2-TZVPD) on a 2-piece molecular cluster, C7H10N3OS overall.

```
! RIJCOSX wB97M-V def2-TZVPD def2/J DEFGRID3
* xyz 1 3
C -0.98775 -1.94686 -2.52055
C -2.18908 -1.20118 -2.51717
C -0.40769 -0.48827 -1.00069
C -0.18875 1.62784 0.22716
C 2.00450 1.23799 1.16642
C 1.77227 0.09626 0.14256
C -0.83433 -0.66421 2.03084
N -0.02239 -1.50161 -1.69590
N 0.83629 2.13120 0.94681
N 0.34501 0.33724 -0.18787
O -1.37506 1.95777 0.20495
S -2.16643 -0.00457 -1.32846
H -0.75778 -2.89707 -2.92611
H -3.17376 -1.31042 -2.93695
H 1.69583 0.91141 2.23436
H 2.98853 1.79090 1.15729
H 2.26249 0.07279 -0.84921
H 1.89507 -1.04576 0.52556
H -0.97612 -0.31486 2.96587
H -1.60862 -0.48759 1.25219
H -0.07098 -1.36187 2.00724
H 0.95876 3.06086 1.10164
*
```

Values from the calculation:
HOMO level (alpha / beta)   -12.2 / -14.0 eV
Orbital gap (alpha / beta)   8.26 / 6.67 eV

Löwdin population analysis, charges in e, atoms 1 to 6: -0.10, -0.28, -0.45, -0.47, -0.09, -0.08



two | ORCA calculation (ωB97M-V/def2-TZVPD) on a 2-piece molecular cluster, C7H10N3OS overall.

```
! RIJCOSX wB97M-V def2-TZVPD def2/J DEFGRID3
* xyz 1 3
C 2.60314 -0.27703 -1.84571
C 1.21498 0.04922 -1.41076
C 3.27958 -0.56554 -0.74172
C 1.21863 -0.13527 -0.10889
C -2.43610 0.27544 0.09481
C -0.25836 0.11629 1.32700
C 0.48537 -0.05859 2.64575
N -1.66260 1.55251 0.27253
N -0.61051 1.36628 0.90522
N -2.76285 0.11633 -1.30470
O 2.39916 -0.48414 0.38590
S -1.47081 -1.06924 0.95323
H 3.05413 -0.08093 -2.89343
H 0.45286 0.19068 -2.16415
H 4.33166 -0.85767 -0.70796
H -3.34985 0.31198 0.70860
H 1.37091 -0.79918 2.43866
H -0.26658 -0.38412 3.36793
H 0.86626 0.82575 3.04881
H -3.21854 -0.85426 -1.42178
H -1.88023 -0.00132 -1.86426
H -3.36025 0.76281 -1.68506
*
```

Values from the calculation:
HOMO level (alpha / beta)   -9.6 / -12.4 eV
Orbital gap (alpha / beta)   6.15 / 5.47 eV

Löwdin population analysis, charges in e, atoms 1 to 6: -0.01, 0.03, 0.02, -0.13, -0.57, -0.72



Here are the energies relative to the best structure, in hartree: one 0.0000; two 0.1400.